{
  "formula": "C6H15NO",
  "method": "wB97M-V/def2-TZVPD",
  "spin_multiplicity": 1,
  "energy_ha": -367.537929,
  "homo_lumo_gap_ev": 9.25,
  "relative_energy_kcal_mol": 58.6,
  "smiles": "CN(C)C.C=CCO",
  "elements": ["C", "O", "C", "C", "H", "H", "H", "H", "H", "H", "C", "N", "C", "C", "H", "H", "H", "H", "H", "H", "H", "H", "H"],
  "xyz": [[-0.74, -2.55, -0.98], [-1.09, -2.31, 0.39], [-1.61, -1.68, -1.83], [-1.16, -0.93, -2.83], [-0.90, -3.61, -1.21], [0.31, -2.35, -1.19], [-0.56, -2.93, 0.89], [-2.67, -1.74, -1.62], [-1.88, -0.37, -3.41], [-0.12, -0.74, -3.04], [0.76, 0.69, 2.26], [1.28, 1.36, 1.09], [0.60, 0.91, -0.11], [1.18, 2.80, 1.22], [0.74, -0.38, 2.09], [-0.26, 1.01, 2.54], [1.42, 0.87, 3.11], [1.03, 1.41, -0.97], [0.64, -0.17, -0.20], [-0.48, 1.16, -0.09], [1.65, 3.31, 0.38], [1.72, 3.09, 2.13], [0.15, 3.15, 1.36]],
  "mulliken_charge": [-0.4096, -0.5206, -0.0688, -0.7778, 0.3590, 0.2990, 0.2919, 0.3060, 0.2612, 0.2615, -0.8796, -0.1429, -0.7660, -0.9752, 0.2565, 0.3293, 0.3397, 0.3599, 0.1300, 0.3500, 0.3058, 0.3357, 0.3550]
}

{
  "formula": "C4HAgLiO2",
  "method": "wB97M-V/def2-TZVPD",
  "spin_multiplicity": 3,
  "energy_ha": -457.544133,
  "charge": 1,
  "homo_lumo_gap_ev": [7.38, 6.62],
  "relative_energy_kcal_mol": 35.6,
  "elements": ["C", "C", "O", "O", "C", "C", "H", "Ag", "Li"],
  "xyz": [[1.05, 0.25, 0.06], [2.35, 0.34, -0.04], [3.50, 0.52, -0.20], [-1.71, 0.48, -0.65], [-1.21, -0.74, -0.42], [0.16, -0.83, -0.13], [-0.30, -1.79, 0.52], [-0.30, 1.84, 0.56], [-3.54, -0.08, 0.30]],
  "mulliken_charge": [-0.6200, 1.1024, -0.3177, -0.6396, 0.0556, -0.0147, 0.2469, 0.2379, 0.9493]
}

{
  "formula": "C27H30O16",
  "method": "wB97M-V/def2-TZVPD",
  "spin_multiplicity": 1,
  "energy_ha": -2249.876312,
  "homo_lumo_gap_ev": 7.63,
  "relative_energy_kcal_mol": 529.9,
  "elements": ["C", "H", "C", "C", "O", "H", "C", "O", "H", "C", "O", "H", "H", "C", "O", "C", "C", "C", "O", "H", "C", "O", "H", "C", "O", "H", "H", "C", "O", "O", "C", "C", "O", "C", "C", "C", "C", "C", "C", "C", "O", "O", "H", "H", "O", "H", "H", "C", "C", "C", "C", "C", "C", "H", "O", "H", "O", "H", "H", "H", "H", "H", "H", "H", "H", "H", "O", "H", "H", "H", "H", "H", "H"],
  "xyz": [[-4.16, -2.71, -3.41], [-3.34, -2.58, -4.30], [-3.79, -1.63, -2.40], [-4.99, -1.83, -1.32], [-6.26, -1.56, -1.97], [-6.38, -0.51, -1.65], [-4.78, -1.04, 0.08], [-4.86, 0.47, -0.54], [-4.06, 0.80, -0.89], [-3.23, -1.30, 0.40], [-2.91, -0.23, 1.48], [-2.85, 0.57, 1.02], [-3.24, -2.46, 0.67], [-2.27, -1.09, -0.74], [-2.24, 0.15, -1.34], [-1.08, 0.61, -1.58], [-0.23, 1.30, -0.58], [-1.13, 2.60, -0.07], [-2.13, 2.32, 0.50], [-2.56, 3.01, 1.21], [-0.28, 3.55, 0.67], [-1.09, 4.78, 1.30], [-0.86, 5.47, 0.51], [1.00, 3.99, 0.21], [0.76, 4.93, -1.31], [0.71, 4.22, -1.85], [1.71, 4.33, 0.70], [1.82, 2.83, -0.45], [0.86, 1.86, -1.13], [2.21, 1.94, 0.81], [2.98, 0.97, 0.49], [2.57, -0.35, 1.00], [3.36, -1.41, 1.00], [4.43, -1.58, 0.21], [5.11, -2.72, 0.13], [6.36, -2.49, -0.58], [6.83, -1.54, -1.42], [6.12, -0.33, -0.87], [4.90, -0.24, -0.37], [4.07, 1.08, -0.16], [4.65, 1.94, -0.62], [6.46, 0.81, -1.51], [5.89, 1.45, -1.52], [7.66, -1.72, -1.79], [6.86, -3.81, -0.77], [7.92, -3.84, -1.25], [4.86, -3.65, 0.66], [1.54, -0.65, 1.98], [0.97, 0.59, 2.69], [-0.33, 0.36, 3.59], [-0.86, -0.86, 3.42], [-0.40, -1.88, 2.57], [0.91, -1.66, 1.77], [1.13, -2.59, 1.32], [-0.98, -3.16, 2.65], [-1.85, -2.91, 3.29], [-2.02, -1.24, 4.13], [-2.42, -0.37, 4.66], [-0.53, 1.17, 4.22], [1.64, 1.41, 3.17], [2.70, 2.85, -1.14], [0.05, 2.99, 1.77], [-1.37, 3.25, -1.09], [-0.20, 0.79, 0.35], [-1.21, 1.19, -2.52], [-0.33, -0.25, -2.01], [-2.66, -2.13, -1.76], [-1.24, -1.40, -0.33], [-5.55, -1.18, 0.79], [-5.11, -2.77, -0.57], [-3.87, -0.57, -2.66], [-5.15, -2.57, -3.78], [-4.20, -3.73, -3.15]],
  "mulliken_charge": [-1.5504, 0.2809, 0.9997, -0.0549, -0.6077, 0.4454, -0.5977, -0.7808, 0.4255, -0.0243, -0.4819, 0.3873, 0.3379, 0.1557, -0.2007, -2.1496, 3.2500, -0.4301, -0.3346, 0.4680, 1.0799, -0.6734, 0.4428, -1.3409, -0.5769, 0.3786, 1.1209, -0.4102, -0.7406, -0.5441, 0.5092, 0.7874, -0.3751, 0.3943, -1.0100, 0.9182, -1.2430, 0.6821, -0.2874, 1.0412, -0.8245, -0.5603, 0.3947, 0.4822, -0.5942, 0.3410, 0.4450, -0.2423, -0.8856, -1.2239, 1.3952, -0.0421, -0.5996, 0.6552, -0.7103, 0.4324, -0.7076, 0.3748, 0.5377, 0.4260, 0.4953, -0.2409, -0.0048, -0.9840, 0.3442, 0.3402, -0.4954, -0.0057, 0.6505, 0.1353, 0.1524, 0.4379, 0.3903]
}

{
  "formula": "C4H7PS",
  "method": "wB97M-V/def2-TZVPD",
  "spin_multiplicity": 1,
  "energy_ha": -895.933559,
  "homo_lumo_gap_ev": [7.88, 6.90],
  "relative_energy_kcal_mol": 110.9,
  "elements": ["C", "C", "C", "C", "P", "S", "H", "H", "H", "H", "H", "H", "H"],
  "xyz": [[-0.93, -0.83, -0.33], [-0.45, 0.63, -0.16], [0.18, -1.55, 0.43], [2.74, 1.33, 0.49], [1.41, 0.67, -0.27], [1.78, -1.51, -0.18], [-1.90, -1.17, 0.11], [-0.81, -1.01, -1.49], [-0.89, 1.31, -1.01], [-0.89, 0.98, 0.81], [-0.10, -2.36, 1.07], [2.44, 1.34, 1.51], [1.46, 0.58, -1.65]],
  "mulliken_charge": [-0.4085, -0.6850, -0.3804, -0.7551, 0.3649, -0.1500, 0.2957, 0.2299, 0.3351, 0.3692, 0.4343, 0.2699, 0.0801]
}

{
  "formula": "C3H5ClO2",
  "method": "wB97M-V/def2-TZVPD",
  "spin_multiplicity": 1,
  "energy_ha": -727.866653,
  "homo_lumo_gap_ev": 9.77,
  "relative_energy_kcal_mol": 82.4,
  "smiles": "O[C@H]1C(Cl)[C@@H]1O",
  "elements": ["C", "C", "C", "H", "H", "H", "H", "H", "O", "O", "Cl"],
  "xyz": [[0.52, 0.82, 0.32], [1.05, -0.41, -0.47], [-0.19, -0.47, 0.48], [0.89, 2.67, -0.29], [1.48, 0.70, 1.07], [0.69, -0.61, -1.57], [2.36, -1.85, -0.57], [-0.21, -0.77, 1.57], [0.20, 2.01, -0.15], [2.23, -1.00, 0.06], [-1.93, -0.46, -0.09]],
  "mulliken_charge": [-0.1336, -0.0495, -0.0893, 0.3523, 0.1932, 0.2996, 0.3490, 0.2969, -0.5013, -0.5084, -0.2091]
}

{
  "formula": "C4H4F2O",
  "method": "wB97M-V/def2-TZVPD",
  "spin_multiplicity": 1,
  "energy_ha": -429.642441,
  "homo_lumo_gap_ev": [7.49, 6.45],
  "relative_energy_kcal_mol": 82.3,
  "elements": ["C", "C", "C", "C", "O", "F", "F", "H", "H", "H", "H"],
  "xyz": [[-0.24, -0.02, 0.04], [0.55, 0.68, 0.96], [0.37, -0.31, -1.24], [-1.55, -0.37, 0.47], [1.67, -0.20, -1.51], [0.07, 0.97, 2.19], [-2.37, -1.08, -0.33], [1.47, 1.20, 0.75], [-0.21, -0.67, -2.07], [-1.94, -0.17, 1.45], [2.18, -0.02, -0.71]],
  "mulliken_charge": [0.6365, -0.4464, -0.3262, -0.3530, -0.4538, -0.2475, -0.2341, 0.3179, 0.4141, 0.4175, 0.2749]
}

{
  "formula": "C6H5NO3",
  "method": "wB97M-V/def2-TZVPD",
  "spin_multiplicity": 1,
  "energy_ha": -511.957107,
  "homo_lumo_gap_ev": 7.90,
  "relative_energy_kcal_mol": 114.2,
  "smiles": "O=[N+]([O-])/C=C\\c1ccco1",
  "elements": ["C", "C", "C", "C", "C", "C", "H", "H", "H", "H", "H", "N", "O", "O", "O"],
  "xyz": [[0.68, 1.71, -0.28], [-0.36, 0.99, -0.76], [-0.78, -0.37, -0.40], [-0.37, -1.46, 0.42], [-1.32, -2.49, 0.13], [-2.22, -2.04, -0.74], [0.75, 2.76, -0.63], [-1.02, 1.46, -1.46], [0.40, -1.58, 1.17], [-1.32, -3.43, 0.67], [-3.08, -2.51, -1.24], [1.66, 1.44, 0.60], [2.48, 2.33, 0.77], [1.74, 0.35, 1.18], [-1.87, -0.79, -1.08]],
  "mulliken_charge": [-0.5389, -0.1902, 0.2324, 0.0235, -0.5751, -0.2633, 0.3226, 0.3451, 0.4533, 0.3657, 0.3969, 0.9204, -0.6053, -0.5710, -0.3160]
}